H30NeO15 | the ωB97M-V functional and the def2-TZVPD basis

Geometry as XYZ:
```
46
Properties=species:S:1:pos:R:3
Ne -0.284 0.112 0.181
O 2.074 2.288 1.491
H 2.339 1.588 0.894
H 2.892 2.588 1.888
O -0.634 -2.219 -3.006
H -0.587 -2.449 -2.078
H 0.219 -1.829 -3.200
O 2.211 -2.125 0.823
H 2.551 -2.870 0.328
H 2.284 -2.392 1.739
O -0.131 -3.070 -0.097
H 0.652 -2.670 0.281
H -0.757 -3.104 0.626
O 2.161 -1.378 -2.838
H 3.000 -1.668 -3.196
H 2.396 -0.830 -2.089
O -0.316 -1.292 3.409
H 0.200 -2.082 3.250
H 0.333 -0.620 3.619
O -3.718 -1.162 0.822
H -3.327 -0.330 0.555
H -2.978 -1.689 1.124
O -3.243 -1.873 -1.943
H -3.395 -1.766 -1.004
H -2.291 -1.915 -2.029
O -2.766 1.203 -0.480
H -2.215 1.866 -0.063
H -2.326 1.013 -1.309
O 1.512 2.063 -2.339
H 1.871 1.404 -1.745
H 0.698 1.678 -2.661
O 1.512 0.940 3.931
H 1.005 1.476 4.542
H 1.464 1.413 3.101
O -1.494 0.885 -3.137
H -1.740 1.715 -3.545
H -1.658 0.228 -3.813
O -0.223 3.212 0.055
H 0.418 3.232 -0.656
H 0.269 2.893 0.812
O 2.800 0.339 -0.362
H 2.766 -0.474 0.142
H 3.700 0.384 -0.684
O -2.049 2.313 2.817
H -2.620 2.828 2.247
H -2.579 2.143 3.596
```

The calculation puts the energy above the lowest of the compared OMol25 structures with the same formula, charge and spin at 13.1 kcal/mol. Its HOMO energy is -9.83 eV. The calculation puts the frontier orbital gap at 9.03 eV.